Entry 1:
DFT (ωB97M-V/def2-TZVPD) results for a cluster of 2 separate species, C5H10O2 in total.

Geometry as XYZ:
```
17
Properties=species:S:1:pos:R:3:forces:R:3:nbo_charge:R:1
C -1.4333 -0.3499 -0.6886 0.080 0.030 0.005 -0.624
C -0.4070 0.3271 0.2067 -0.305 -0.040 0.028 -0.252
C 0.6738 -2.1723 2.1267 0.216 0.330 -0.500 0.123
O 0.6576 -2.4886 0.8578 -0.010 -0.206 0.293 -0.649
C 1.0875 0.3378 -0.1107 0.235 0.067 -0.062 -0.501
C 0.2672 1.5733 -0.2726 0.102 0.006 0.283 0.086
O 0.0717 1.9814 -1.5900 -0.217 0.196 -0.074 -0.698
H -2.3792 0.2095 -0.6728 0.203 -0.082 0.044 0.212
H -1.6617 -1.3700 -0.3642 0.139 0.137 0.000 0.226
H -1.0946 -0.3835 -1.7265 0.010 -0.014 0.105 0.222
H -0.6747 0.3278 1.2648 0.173 -0.030 -0.213 0.224
H 1.0515 -1.1022 2.1839 -0.163 -0.410 0.016 0.032
H 0.9286 -1.7886 0.2234 -0.089 0.091 0.385 0.490
H 1.8346 0.3408 0.6839 -0.297 -0.119 -0.106 0.229
H 1.4279 -0.0989 -1.0491 -0.174 0.055 0.095 0.233
H 0.4183 2.3706 0.4542 0.015 -0.037 -0.169 0.177
H -0.8209 2.3423 -1.6492 0.082 0.028 -0.128 0.472
```
Positions in Å, forces in eV/Å.

ΔE to the lowest compared entry with this formula, charge and spin: 120.8 kcal per mole
F_max: 0.64 eV/A
LUMO: 0.7 eV

Entry 2:
DFT (ωB97M-V/def2-TZVPD) results for a cluster of 2 separate species, C5H10O2 in total in a non-equilibrium geometry.

Geometry as XYZ:
```
17
Properties=species:S:1:pos:R:3:forces:R:3:nbo_charge:R:1
C -0.5491 0.4822 2.7414 -0.166 0.488 0.352 -0.632
C 0.7323 0.0624 2.0789 0.134 -0.124 -0.041 -0.104
O 0.6221 0.0129 0.7063 0.452 -1.102 0.198 -0.367
C 0.4429 -0.0920 -1.9807 0.043 -0.023 -0.375 -0.067
C -0.2543 -1.0167 -2.8583 0.177 -0.903 -0.822 -0.670
C -0.2697 0.7805 -1.2630 0.033 1.074 0.803 0.145
O 0.3479 1.5069 -0.3956 -0.756 0.366 0.030 -0.361
H -1.4036 -0.1511 2.4749 0.333 0.028 -0.045 0.210
H -0.4185 0.4668 3.8217 -0.132 0.038 0.155 0.205
H -0.7660 1.5033 2.4351 -0.186 0.104 0.061 0.216
H 1.6235 0.6348 2.3820 -0.292 0.113 0.123 0.171
H 0.9434 -0.9809 2.3756 0.127 -0.006 -0.254 0.206
H 1.5201 -0.0496 -1.8699 -0.036 -0.297 -0.140 0.219
H 0.1866 -0.8942 -3.8398 -0.099 -0.269 -0.560 0.228
H -0.0549 -2.0384 -2.5516 0.140 -0.349 -0.032 0.233
H -1.3443 -0.9287 -2.9280 0.301 0.407 0.204 0.221
H -1.3585 0.7019 -1.3290 -0.074 0.455 0.344 0.144
```
Positions in Å, forces in eV/Å.

ΔE to the lowest compared entry with this formula, charge and spin: 133.2 kcal per mole
F_max: 1.34 eV/A
LUMO (spin up / spin down): -0.4 / -0.9 eV

Entry 3:
DFT (ωB97M-V/def2-TZVPD) results for a structure of composition C5H10O2.

Geometry as XYZ:
```
17
Properties=species:S:1:pos:R:3:forces:R:3:nbo_charge:R:1
C -1.2244 1.9235 -0.8948 -0.101 0.187 -0.102 -0.247
O -0.6709 0.8726 -0.1340 -0.016 -0.058 0.072 -0.564
C 0.5475 0.3927 -0.6788 0.163 -0.060 -0.095 -0.060
C 1.0125 -0.8503 0.0524 0.062 0.040 -0.089 -0.350
C 0.9091 -0.9312 1.5389 0.098 0.216 0.165 -0.506
C 0.0724 -2.0341 0.2457 0.155 0.052 -0.115 0.100
O -1.2486 -1.7411 0.1988 -0.119 0.107 -0.027 -0.701
H -0.5480 2.7891 -0.9185 -0.080 -0.111 0.011 0.173
H -2.1632 2.2116 -0.4179 0.133 -0.019 -0.075 0.200
H -1.4236 1.6020 -1.9272 0.022 0.044 0.138 0.172
H 0.4012 0.1564 -1.7454 0.009 0.006 0.122 0.176
H 1.3138 1.1806 -0.6153 -0.087 -0.109 -0.017 0.180
H 1.9864 -1.1531 -0.3390 -0.165 0.042 0.060 0.226
H 1.8105 -1.1557 2.1075 -0.167 -0.003 -0.101 0.230
H 0.1884 -0.2714 2.0152 0.081 -0.132 -0.088 0.231
H 0.4351 -2.2049 1.4640 0.001 -0.087 0.116 0.259
H -1.3982 -0.7867 0.0484 0.010 -0.114 0.025 0.483
```
Positions in Å, forces in eV/Å.

ΔE to the lowest compared entry with this formula, charge and spin: 117.9 kcal per mole
F_max: 0.29 eV/A
LUMO: 0.8 eV

Entry 4:
DFT (ωB97M-V/def2-TZVPD) results for a cluster of 2 separate species, C5H10O2 in total in a non-equilibrium geometry.

Geometry as XYZ:
```
17
Properties=species:S:1:pos:R:3:forces:R:3:nbo_charge:R:1
C -1.5835 -0.0805 1.9129 1.392 -0.251 -1.015 -0.363
C -0.2533 -0.2257 1.6715 -3.240 1.062 -0.216 -0.241
C 0.6375 0.9151 1.9444 0.571 -0.881 -0.974 -0.225
C 1.6353 1.3293 1.1039 -0.050 -0.768 0.993 -0.205
C 1.6083 1.2178 -0.3871 -0.771 -2.504 0.255 -0.113
O 0.2968 1.2711 -0.9136 -0.736 0.478 -0.375 -0.737
H -1.9569 0.8224 2.3800 -0.339 -0.074 -0.130 0.190
H -2.2023 -0.7806 1.3507 -0.495 0.026 1.008 0.197
H -0.0964 -1.2275 1.2586 1.276 0.705 -0.359 0.212
H 0.3143 1.4584 2.8240 1.121 -0.290 0.795 0.214
H 2.6550 1.3947 1.4936 -0.298 1.839 0.300 0.206
H 2.1142 2.0867 -0.8278 0.451 -0.681 0.073 0.202
H 2.0090 0.1757 -0.5683 0.462 1.239 -0.723 0.179
H -0.1203 0.4325 -1.1507 0.655 0.089 0.354 0.481
O -1.2950 -2.7648 -3.9681 -1.143 -0.995 -0.110 -0.928
H -2.1403 -2.3336 -4.1624 0.368 0.442 0.023 0.464
H -1.6222 -3.6910 -3.9616 0.776 0.565 0.102 0.464
```
Positions in Å, forces in eV/Å.

ΔE to the lowest compared entry with this formula, charge and spin: 109.1 kcal per mole
SMILES string: C=C/C=C\CO.O
F_max: 3.42 eV/A
LUMO: 0.5 eV

Entry 5:
DFT (ωB97M-V/def2-TZVPD) results for a cluster of 2 separate species, C5H10O2 in total in a non-equilibrium geometry.

Geometry as XYZ:
```
17
Properties=species:S:1:pos:R:3:forces:R:3:nbo_charge:R:1
C -2.1678 0.9401 0.4344 0.386 -0.778 0.513 -0.352
C -1.3617 0.1892 -0.3309 -1.016 1.923 -0.327 -0.248
C 0.1024 0.4296 -0.3786 -0.804 -1.502 -0.352 0.270
O 0.5138 0.4558 -1.7023 0.264 0.041 0.581 -0.686
C 0.9165 0.4958 0.6639 0.090 -0.001 0.360 -0.289
C 2.3753 0.8283 0.5858 0.119 -0.288 -0.432 -0.649
H -1.7830 1.3343 1.3675 0.062 0.692 -0.222 0.187
H -3.2209 1.0988 0.2288 0.004 -0.512 0.150 0.200
H -1.8498 -0.2689 -1.1837 0.566 -0.149 -0.207 0.225
H 1.3011 -0.0980 -1.7096 0.280 0.215 -0.406 0.478
H 0.4609 0.2696 1.6219 0.101 0.219 0.041 0.210
H 2.8714 0.8002 1.5402 -0.021 -0.005 0.509 0.223
H 2.5390 1.8193 0.1691 -0.001 0.097 -0.141 0.225
H 2.9282 0.1122 -0.0358 -0.053 0.104 -0.082 0.201
O -1.2281 -2.9109 -0.7835 0.024 -0.237 -0.415 -0.941
H -0.4317 -2.6499 -0.3145 -0.135 0.079 0.227 0.472
H -1.9656 -2.8454 -0.1729 0.132 0.103 0.203 0.473
```
Positions in Å, forces in eV/Å.

ΔE to the lowest compared entry with this formula, charge and spin: 61.6 kcal per mole
SMILES string: C=C/C(O)=C/C.O
F_max: 2.20 eV/A
LUMO: 0.7 eV

Entry 6:
DFT (ωB97M-V/def2-TZVPD) results for the molecule C5H10O2.

Geometry as XYZ:
```
17
Properties=species:S:1:pos:R:3:forces:R:3:nbo_charge:R:1
C 2.0394 1.0963 -0.4117 0.269 0.056 0.004 -0.250
O 0.6431 0.9501 -0.3035 -0.030 0.057 0.020 -0.526
C 0.2594 -0.3890 -0.4081 -0.042 -0.228 -0.074 0.056
C 0.4069 -1.2545 0.8551 0.340 -0.061 0.045 -0.094
O -1.0075 -1.4773 0.9158 -0.094 -0.086 0.084 -0.530
C -1.2492 -0.6228 -0.2214 -0.203 0.169 -0.231 0.096
C -2.1004 0.5783 0.1270 -0.006 0.008 0.015 -0.632
H 2.5647 0.3914 0.2486 -0.025 0.115 -0.053 0.165
H 2.3816 0.9267 -1.4440 -0.066 -0.005 0.137 0.168
H 2.2949 2.1151 -0.1126 -0.054 -0.132 -0.064 0.197
H 0.6831 -0.8478 -1.3143 -0.081 0.112 0.108 0.169
H 0.7805 -0.7053 1.7292 -0.062 -0.043 -0.112 0.178
H 0.9665 -2.1909 0.7407 -0.092 0.116 0.032 0.175
H -1.7062 -1.1939 -1.0408 0.055 0.053 0.136 0.172
H -2.2675 1.2028 -0.7569 0.032 -0.086 0.111 0.216
H -3.0698 0.2333 0.5008 0.125 0.043 -0.061 0.219
H -1.6194 1.1876 0.8961 -0.065 -0.088 -0.097 0.221
```
Positions in Å, forces in eV/Å.

ΔE to the lowest compared entry with this formula, charge and spin: 57.3 kcal per mole
SMILES string: CO[C@H]1CO[C@H]1C
F_max: 0.35 eV/A
LUMO: 1.0 eV

Entry 7:
DFT (ωB97M-V/def2-TZVPD) results for the molecule C5H10O2.

Geometry as XYZ:
```
17
Properties=species:S:1:pos:R:3:forces:R:3:nbo_charge:R:1
O -1.2999 2.4553 -0.3802 -0.167 -0.031 0.199 -0.715
C -0.1123 1.7049 -0.4855 0.340 -0.160 -0.100 -0.081
C -0.4498 0.2342 -0.6993 0.025 0.069 -0.168 0.057
C 0.7568 -0.7202 -0.8348 0.032 0.047 -0.062 -0.436
C 0.6880 -1.5928 0.4343 -0.009 -0.042 0.059 -0.428
C -0.2226 -0.7667 1.3389 0.124 -0.114 0.174 -0.075
O -1.1793 -0.2066 0.4525 -0.057 -0.020 0.023 -0.539
H -1.8679 1.9501 0.2204 0.022 0.170 -0.071 0.475
H 0.5073 1.8109 0.4227 -0.076 -0.017 -0.170 0.154
H 0.4598 2.1113 -1.3260 -0.076 -0.106 0.051 0.181
H -1.1390 0.1656 -1.5472 0.079 -0.018 0.095 0.196
H 1.7006 -0.1651 -0.8910 -0.161 -0.026 0.041 0.209
H 0.6770 -1.3236 -1.7431 0.045 0.113 0.136 0.221
H 1.6688 -1.7843 0.8789 -0.133 0.054 -0.063 0.215
H 0.2191 -2.5582 0.2193 0.050 0.149 0.012 0.208
H 0.3547 0.0248 1.8434 -0.111 -0.105 -0.044 0.158
H -0.7612 -1.3396 2.0967 0.072 0.037 -0.110 0.198
```
Positions in Å, forces in eV/Å.

ΔE to the lowest compared entry with this formula, charge and spin: 31.1 kcal per mole
SMILES string: OC[C@H]1CCCO1
F_max: 0.39 eV/A
LUMO: 1.0 eV

Entry 8:
DFT (ωB97M-V/def2-TZVPD) results for a cluster of 2 separate species, C5H10O2 in total.

Geometry as XYZ:
```
17
Properties=species:S:1:pos:R:3:forces:R:3:nbo_charge:R:1
C -0.4262 -1.7775 -0.8622 0.161 0.089 -0.002 -0.413
C 0.4624 -0.7878 -0.9270 -0.107 -0.147 0.005 -0.177
C 1.0757 -0.0764 0.2440 0.045 -0.079 -0.025 -0.323
C 1.3467 1.4305 0.0952 0.234 0.068 -0.321 -0.043
O 0.6637 1.7239 1.3169 -0.020 0.146 0.115 -0.527
C 0.1990 0.3725 1.4324 -0.148 -0.305 0.162 -0.053
H -0.8076 -2.2552 -1.7608 0.063 0.093 0.137 0.210
H -0.7858 -2.1695 0.0889 0.049 0.118 -0.108 0.192
H 0.8061 -0.4580 -1.9094 -0.032 -0.061 0.121 0.204
H 1.9691 -0.6162 0.5786 -0.120 0.081 -0.063 0.225
H 0.8500 1.8851 -0.7750 0.045 -0.042 0.145 0.166
H 2.3945 1.7512 0.1201 -0.153 -0.034 -0.006 0.178
H 0.4379 -0.0572 2.4118 -0.035 0.053 -0.152 0.178
H -0.8796 0.3060 1.2457 0.186 0.014 0.065 0.179
O -2.7001 0.5455 -0.4197 0.075 -0.108 -0.029 -0.932
H -2.6888 -0.2682 0.0982 -0.120 0.097 -0.080 0.463
H -1.9171 0.4512 -0.9776 -0.124 0.017 0.036 0.473
```
Positions in Å, forces in eV/Å.

ΔE to the lowest compared entry with this formula, charge and spin: 68.0 kcal per mole
SMILES string: C=CC1COC1.O
F_max: 0.40 eV/A
LUMO: 0.9 eV